No. 1
C3H8NO | ωB97M-V with the def2-TZVPD basis set

Multiplicity = 1
Maximum force = 2.05 eV/Å
Energy relative to the best compared isomer or geometry (same formula, charge and spin) = 2.0752 eV
Total charge = +1

Last column: Mulliken charge in e.
Atoms and positions in Å:
O -1.2998 0.1533 1.7224  -0.683
N 0.5195 -0.6237 -0.0603  0.044
C 1.3395 -1.6111 -0.0242  -0.207
C -0.4244 1.3222 -1.1794  -0.717
C 0.4262 0.3043 -1.2103  0.095
H -0.3871 2.3562 -1.4902  0.265
H -0.2114 -0.5146 0.7028  0.282
H 1.6966 -1.8637 0.9576  0.295
H 1.5094 -2.1425 -0.9607  0.330
H -1.3326 1.0794 -0.6341  0.297
H 1.3980 0.2454 -1.6968  0.333
H -2.0353 0.1865 2.3346  0.342
H -1.1987 1.1084 1.5386  0.322

No. 2
C17H23IrN2 | ωB97M-V with the def2-TZVPD basis set

Multiplicity = 6
Maximum force = 5.15 eV/Å
Energy relative to the best compared isomer or geometry (same formula, charge and spin) = 2.6266 eV
Total charge = +1

Last column: Mulliken charge in e.
Atoms and positions in Å:
Ir -0.7018 0.4220 -0.0723  1.166
N -3.8158 -1.9886 -0.2189  -0.074
N -2.9758 -1.3512 -1.0568  0.087
C -0.7226 0.2891 -2.3756  -0.347
C -1.3111 1.2014 1.8001  -0.922
C -3.5588 -1.4417 -2.2690  -0.254
C 4.3454 -0.0689 -0.4326  -1.302
C -1.3991 -1.1148 1.6073  -0.275
C -4.8881 -2.5130 -0.8461  -0.151
C 3.8888 1.8254 1.2003  -1.204
C 0.5569 1.7383 -1.0791  -0.105
C -1.6112 1.2895 -1.8680  -0.247
C -0.0406 -0.7535 1.7523  -0.777
C 3.8100 -0.5928 1.9889  -1.288
C -2.1946 0.0823 1.5252  -0.232
C -0.8057 2.2599 -1.1497  -0.826
C 0.5874 0.5471 -1.8946  -0.716
C 3.9285 0.3900 0.9013  1.010
C -4.7690 -2.1780 -2.1947  -0.894
C 0.0551 0.6822 1.8377  0.016
H 5.4441 -0.1504 -0.5376  0.346
H 1.4721 -0.0373 -2.1115  0.465
H 3.1974 2.0402 2.0274  0.277
H 3.9310 -1.0657 -0.6436  0.326
H 3.9986 0.6197 -1.2156  0.305
H 3.1068 -0.2525 2.7612  0.291
H 3.4527 -1.5570 1.5990  0.311
H -3.2736 0.1484 1.3639  0.427
H -5.4269 -2.4148 -3.0172  0.384
H -2.6865 1.3442 -2.0267  0.452
H 0.7842 -1.4447 1.8336  0.439
H -1.0242 -0.4918 -3.0529  0.322
H -1.8114 -2.1142 1.6224  0.308
H 3.5699 2.4018 0.3203  0.254
H 4.8737 2.2288 1.5007  0.361
H 4.7727 -0.7918 2.4967  0.357
H 0.9567 1.2715 1.9708  0.415
H -5.6316 -3.0819 -0.3202  0.450
H -1.6347 2.2372 1.9441  0.458
H -3.0852 -1.0024 -3.1381  0.387
H 1.3963 2.1962 -0.5587  0.428
H -3.5899 -2.0145 0.7603  0.113
H -1.1703 3.2062 -0.7340  0.458

No. 3
C3H7ClO | ωB97M-V with the def2-TZVPD basis set

Multiplicity = 1
Maximum force = 4.78 eV/Å
Energy relative to the best compared isomer or geometry (same formula, charge and spin) = 2.9520 eV

Last column: Mulliken charge in e.
Atoms and positions in Å:
Cl -2.2271 -0.6343 -0.4755  -0.190
O 0.7766 -0.1929 -0.9890  -0.340
C 0.0727 0.8613 -0.5502  -0.515
C 1.1029 -1.1126 0.0633  -0.546
C -1.1749 0.5776 0.2081  -0.317
H 1.1511 -0.4469 1.2110  0.247
H 0.4654 1.5165 0.2246  0.350
H -0.0438 1.4406 -1.4519  0.376
H 0.0662 -2.1048 0.0780  0.182
H 2.2188 -1.4609 -0.2114  0.248
H -1.7167 1.4338 0.7244  0.368
H -0.6912 0.1225 1.1685  0.138

No. 4
C2H5NO2 | ωB97M-V with the def2-TZVPD basis set

Multiplicity = 1
Maximum force = 0.76 eV/Å
Energy relative to the best compared isomer or geometry (same formula, charge and spin) = 4.5675 eV

Last column: Mulliken charge in e.
Atoms and positions in Å:
O 0.6483 1.0905 0.4752  -0.392
O -0.3617 -1.7203 0.5761  -0.406
N -0.4861 1.0946 -1.4384  -0.279
C 0.4402 0.4883 -0.6552  -0.161
C 0.5348 -0.7512 0.9172  -0.112
H 1.5516 -1.0524 0.7007  0.273
H -1.1956 -1.5631 1.0446  0.358
H 0.3570 -0.3855 1.9313  0.250
H -0.8844 1.9911 -1.1505  0.219
H -0.6041 0.8079 -2.4009  0.250

No. 5
C11H14BrNO | ωB97M-V with the def2-TZVPD basis set

Multiplicity = 1
Maximum force = 0.57 eV/Å
Energy relative to the best compared isomer or geometry (same formula, charge and spin) = 0.0000 eV

Last column: Mulliken charge in e.
Atoms and positions in Å:
Br 5.1350 -1.4407 0.0317  -0.202
O 0.2900 0.2805 0.4010  -0.266
N -2.6329 0.0290 -0.5955  -0.407
C -2.0271 -1.2038 -1.0623  -0.362
C 2.5211 -0.3446 0.2052  -0.424
C 1.9717 1.9813 -0.0793  -0.458
C -3.3016 -2.5947 0.6146  -0.840
C -0.7433 1.2480 0.3887  -0.810
C -2.0788 0.5424 0.6448  -0.788
C 3.8462 -0.0389 -0.0149  0.082
C 1.5650 0.6741 0.1746  0.672
C -2.3740 -2.4640 -0.3153  0.009
C 3.3115 2.2576 -0.2969  -0.582
C 4.2645 1.2573 -0.2683  -0.505
H -0.7872 1.7508 -0.5849  0.410
H -0.5599 1.9911 1.1758  0.546
H -1.9099 -0.2365 1.4032  0.335
H -0.9424 -1.0733 -1.0413  0.127
H -3.9165 -1.7729 0.9462  0.185
H -3.4925 -3.5394 1.0944  0.277
H -1.7866 -3.3224 -0.6151  0.321
H -2.3200 -1.3369 -2.1116  0.343
H 2.2004 -1.3550 0.4033  0.471
H 1.2562 2.7870 -0.1097  0.360
H 3.6160 3.2746 -0.4926  0.354
H -3.6344 -0.1041 -0.5050  0.283
H 5.3068 1.4747 -0.4377  0.404
H -2.7773 1.2790 1.0471  0.466

No. 6
CH3N3S2 | ωB97M-V with the def2-TZVPD basis set

Multiplicity = 1
Maximum force = 3.30 eV/Å
Energy relative to the best compared isomer or geometry (same formula, charge and spin) = 1.8581 eV

Last column: Mulliken charge in e.
Atoms and positions in Å:
S 0.1483 1.2164 0.6635  0.275
S 0.7265 -0.6341 -2.4819  -0.140
N -0.5712 -0.7668 -1.6833  0.280
N -1.3719 -0.7576 -0.9019  -0.138
N -1.2990 0.6816 1.0233  -0.532
C 1.1883 -0.1085 0.7102  -0.680
H 0.9828 -1.1784 0.9591  0.336
H 2.1697 0.1504 0.5386  0.373
H -1.9735 1.3970 1.1725  0.226